[1]
{
  "formula": "CH6N4OS2",
  "method": "ωB97M-V/def2-TZVPD",
  "elements": ["N", "S", "N", "O", "N", "C", "N", "S", "H", "H", "H", "H", "H", "H"],
  "coordinates": [[-1.645, 0.722, 1.734], [-0.936, 0.373, 0.457], [-0.712, 1.801, -0.284], [-1.645, -0.755, -0.855], [0.613, -0.239, 0.708], [1.409, -0.922, -0.200], [0.847, -1.177, -1.374], [2.954, -1.270, 0.246], [-2.190, -0.003, 2.158], [-0.134, 1.837, -1.103], [-0.731, 2.610, 0.311], [1.012, -0.123, 1.629], [-0.202, -1.103, -1.407], [1.362, -1.752, -2.020]],
  "forces_ev_per_angstrom": [[0.7, 0.4, -0.7], [-2.0, -3.2, -4.1], [-0.5, -0.4, 0.2], [2.3, 4.2, 4.9], [-1.2, 0.0, 0.0], [0.3, -0.1, -0.5], [-0.3, -0.1, -0.1], [0.4, -0.1, 0.2], [-0.1, -0.5, 0.1], [0.2, -0.2, -0.2], [0.0, 0.1, 0.2], [-0.1, 0.1, 0.1], [0.4, -0.2, -0.2], [0.1, 0.1, 0.1]],
  "nbo_charge": [-1.103, 2.069, -1.041, -0.854, -0.873, 0.262, -0.804, -0.229, 0.416, 0.424, 0.427, 0.452, 0.443, 0.412],
  "energy_ha": -1132.224964,
  "multiplicity": 1,
  "total_charge": 0,
  "smiles": "N=[S@](N)(=O)NC(N)=S",
  "relative_energy_kj_mol": 159.4,
  "e_lumo_ev": 0.039,
  "orbital_gap_ev": 8.64
}


[2]
{
  "formula": "C3H5NO3",
  "method": "ωB97M-V/def2-TZVPD",
  "elements": ["O", "N", "C", "C", "C", "O", "O", "H", "H", "H", "H", "H"],
  "coordinates": [[-1.069, -1.714, 1.934], [-0.963, -1.087, 0.948], [-0.688, 0.495, 1.001], [-0.339, 0.694, -0.448], [0.725, -0.324, -0.698], [1.471, -0.799, 0.013], [0.997, -0.722, -1.939], [0.300, 0.853, 1.432], [-1.502, 0.965, 1.469], [0.163, 1.690, -0.644], [-1.058, 0.698, -1.274], [1.964, -0.750, -1.793]],
  "forces_ev_per_angstrom": [[0.1, 0.5, 0.6], [0.0, 0.7, -0.3], [2.3, -1.1, -0.3], [0.2, 1.6, -1.4], [-2.9, 1.5, -4.5], [4.5, -1.9, 8.2], [-0.4, 1.5, -3.3], [-1.4, -1.1, 0.7], [-1.2, 0.7, 0.3], [-0.3, -0.9, 0.5], [-0.4, -0.6, 0.6], [-0.4, -1.0, -1.1]],
  "nbo_charge": [-0.230, 0.161, -0.356, -0.535, 0.792, -0.589, -0.692, 0.232, 0.223, 0.250, 0.250, 0.494],
  "energy_ha": -397.657569,
  "multiplicity": 1,
  "total_charge": 0,
  "smiles": "O=NCCC(=O)O",
  "relative_energy_kj_mol": 470.3,
  "e_lumo_ev": 0.052,
  "orbital_gap_ev": 9.13
}


[3]
{
  "formula": "C16H7AsCl5CoF11N2O3",
  "method": "ωB97M-V/def2-TZVPD",
  "elements": ["Co", "C", "C", "N", "O", "C", "C", "N", "O", "H", "H", "H", "H", "H", "H", "H", "Cl", "C", "C", "C", "Cl", "C", "Cl", "C", "Cl", "C", "Cl", "F", "C", "C", "F", "C", "F", "C", "O", "C", "F", "C", "F", "F", "As", "F", "F", "F", "F", "F"],
  "coordinates": [[-0.331, -0.051, -0.536], [-1.023, 2.665, 2.367], [-1.033, 1.849, 1.123], [-0.660, 0.614, 1.110], [-0.241, 0.064, 2.296], [-1.480, 2.349, -0.156], [-2.058, 3.694, -0.421], [-1.332, 1.440, -1.098], [-1.669, 1.581, -2.283], [-0.110, 2.472, 2.927], [-1.868, 2.392, 3.002], [-1.086, 3.722, 2.126], [-0.144, -0.875, 2.080], [-2.699, 4.025, 0.395], [-2.643, 3.644, -1.338], [-1.270, 4.437, -0.572], [-0.203, -1.148, -2.881], [-1.679, -1.640, -2.101], [-1.841, -1.149, -0.823], [-3.003, -1.462, -0.148], [-3.279, -0.897, 1.471], [-3.979, -2.260, -0.751], [-5.434, -2.648, 0.091], [-3.785, -2.748, -2.042], [-4.987, -3.731, -2.791], [-2.616, -2.437, -2.733], [-2.341, -3.015, -4.329], [5.185, -2.945, 2.768], [4.085, -2.594, 2.084], [3.717, -1.267, 1.971], [4.467, -0.323, 2.551], [2.578, -0.902, 1.270], [2.276, 0.396, 1.200], [1.752, -1.845, 0.649], [0.677, -1.575, -0.029], [2.154, -3.188, 0.790], [1.412, -4.153, 0.225], [3.289, -3.558, 1.483], [3.623, -4.852, 1.583], [1.219, 1.162, -1.050], [2.555, 2.304, -1.519], [2.438, 1.667, -3.122], [1.320, 3.463, -1.888], [2.554, 2.853, 0.127], [3.803, 3.405, -1.966], [3.690, 1.067, -1.113]],
  "forces_ev_per_angstrom": [[0.2, -0.4, -1.3], [0.0, 0.0, 0.0], [-0.1, 0.1, 0.0], [0.0, 0.6, 0.6], [-0.1, 0.0, 0.1], [0.1, -0.2, 0.2], [0.0, 0.0, -0.1], [-0.1, 0.0, -0.1], [0.0, 0.1, -0.1], [0.0, 0.0, 0.0], [0.0, 0.0, 0.0], [0.0, 0.0, 0.0], [0.1, -0.1, 0.0], [0.0, 0.0, 0.0], [0.0, 0.0, 0.0], [0.0, 0.0, 0.0], [-0.1, 0.1, 0.2], [-0.1, -0.1, -0.1], [0.0, 0.2, 0.3], [0.0, -0.1, 0.0], [0.0, 0.0, -0.1], [0.0, 0.0, 0.0], [0.0, 0.0, 0.0], [0.0, 0.0, 0.0], [0.0, 0.0, 0.0], [0.0, 0.0, -0.1], [0.0, 0.0, 0.0], [0.0, 0.0, 0.0], [-0.1, 0.0, -0.1], [0.0, 0.0, 0.0], [0.0, 0.0, 0.0], [0.2, 0.0, 0.2], [0.0, -0.1, 0.1], [0.3, -0.1, 0.0], [-0.5, -0.1, 0.0], [0.1, 0.0, 0.1], [0.0, 0.0, 0.0], [0.0, 0.1, 0.0], [0.0, 0.0, 0.0], [0.2, -0.1, 0.0], [0.0, 0.1, 0.1], [0.0, 0.0, 0.1], [0.0, -0.1, 0.0], [0.0, 0.0, -0.2], [-0.1, -0.1, 0.0], [-0.1, 0.1, 0.0]],
  "nbo_charge": [1.042, -0.671, 0.289, -0.120, -0.530, 0.023, -0.660, 0.078, -0.466, 0.256, 0.238, 0.233, 0.498, 0.208, 0.251, 0.238, 0.111, 0.016, -0.137, -0.085, 0.017, -0.081, 0.041, -0.085, 0.043, -0.117, 0.052, -0.304, 0.211, 0.324, -0.304, 0.225, -0.296, 0.282, -0.812, 0.248, -0.306, 0.266, -0.303, -0.667, 2.851, -0.618, -0.623, -0.621, -0.619, -0.617],
  "energy_ha": -7967.284655,
  "multiplicity": 1,
  "total_charge": -1,
  "relative_energy_kj_mol": 59.8,
  "e_lumo_ev": 1.920,
  "orbital_gap_ev": 7.70
}


[4]
{
  "formula": "C3H4O3",
  "method": "ωB97M-V/def2-TZVPD",
  "elements": ["O", "C", "O", "C", "C", "O", "H", "H", "H", "H"],
  "coordinates": [[-1.338, -1.661, 1.660], [-0.752, -0.932, 0.922], [0.172, -1.327, 0.012], [0.772, -0.191, -0.599], [-0.140, 0.967, -0.177], [-0.919, 0.411, 0.875], [1.794, -0.090, -0.222], [0.798, -0.327, -1.682], [0.418, 1.825, 0.202], [-0.809, 1.295, -0.977]],
  "forces_ev_per_angstrom": [[0.3, 0.3, -0.3], [-0.2, -0.2, 0.2], [-0.2, -0.1, 0.1], [0.1, 0.2, -0.1], [0.1, 0.1, -0.2], [0.0, -0.1, 0.1], [-0.1, 0.0, 0.0], [0.0, -0.1, 0.2], [-0.1, -0.1, 0.0], [0.1, -0.1, 0.1]],
  "nbo_charge": [-0.567, 0.968, -0.488, -0.099, -0.099, -0.487, 0.188, 0.198, 0.198, 0.187],
  "energy_ha": -342.441655,
  "multiplicity": 1,
  "total_charge": 0,
  "smiles": "O=C1OCCO1",
  "relative_energy_kj_mol": 37.5,
  "e_lumo_ev": 0.706,
  "orbital_gap_ev": 11.87
}